This record from the Open Molecules 2025 dataset describes a single C20H28N4S molecule. The level of theory is the ωB97M-V functional and the def2-TZVPD basis.

XYZ file:
```
53
Properties=species:S:1:pos:R:3:forces:R:3
C -2.44976 1.32493 -2.17902 -0.2 0.2 0.1
H -2.98683 1.32791 -3.12421 0.0 0.0 -0.1
H -1.68800 2.10099 -2.20882 0.1 0.1 0.0
H -1.95498 0.36509 -2.06831 0.1 -0.1 -0.1
C -3.42828 1.59704 -1.03813 -0.1 -0.2 -0.3
N -2.74486 1.82925 0.22714 -0.1 0.2 -0.1
C -1.66491 1.07639 0.66842 0.5 -0.2 0.1
C -1.48415 -0.27548 0.37201 -0.2 0.2 0.0
C -0.36843 -0.96471 0.80822 0.3 0.0 0.2
C 0.61351 -0.32702 1.56054 -0.4 0.1 -0.3
C 0.42428 1.01523 1.89280 0.0 -0.2 -0.1
C -0.68217 1.70115 1.45007 0.0 -0.1 -0.1
H -0.79841 2.74377 1.70509 0.0 0.1 0.0
H 1.16499 1.52131 2.49478 0.1 0.1 0.0
N 1.75067 -0.98454 2.04169 0.1 0.1 0.2
C 2.49321 -1.97340 1.47730 0.0 0.0 0.0
N 2.20037 -2.35257 0.21355 -0.3 0.5 0.1
H 1.65710 -1.70092 -0.33675 -0.1 -0.1 0.1
C 3.02874 -3.27626 -0.52262 0.4 -0.1 -0.2
H 3.36945 -4.05188 0.16533 -0.1 0.1 -0.1
H 2.41092 -3.73276 -1.29801 0.0 0.0 0.0
C 4.26059 -2.58952 -1.13084 -0.2 -0.2 0.2
N 5.09338 -3.53948 -1.84200 0.0 0.1 0.0
C 6.48438 -3.13825 -1.86685 0.0 0.0 0.0
H 6.64924 -2.19391 -2.41021 0.0 0.0 0.0
H 7.06796 -3.92074 -2.34978 0.1 0.0 0.0
H 6.84085 -3.02282 -0.84505 0.1 0.0 0.0
C 4.60409 -3.81013 -3.17616 0.0 0.0 0.1
H 3.58332 -4.18337 -3.12589 -0.1 0.0 -0.1
H 4.62018 -2.91679 -3.82328 0.0 0.0 0.0
H 5.22556 -4.57878 -3.63266 0.0 0.0 -0.1
H 4.83837 -2.17201 -0.30354 -0.1 0.0 0.0
H 3.93745 -1.75293 -1.77920 0.1 0.0 0.0
S 3.70626 -2.65220 2.37405 0.5 -0.3 0.4
H 2.11713 -0.66043 2.92668 0.0 -0.2 -0.2
H -0.29005 -2.02138 0.60159 0.0 -0.1 0.0
H -2.23067 -0.82086 -0.17963 -0.1 0.0 -0.1
C -3.25993 2.81255 1.08578 -0.3 0.2 0.3
C -3.60318 4.08496 0.63125 0.1 -0.1 -0.1
C -4.12506 5.02307 1.50243 -0.1 0.1 0.1
C -4.30751 4.71738 2.83992 0.0 0.1 0.0
C -3.95888 3.45895 3.30329 0.0 0.0 0.1
C -3.44445 2.51487 2.43783 -0.1 0.0 -0.1
H -3.17863 1.53210 2.79960 0.0 -0.1 0.0
H -4.09814 3.20787 4.34457 0.0 0.0 0.1
H -4.71435 5.45374 3.51607 0.0 0.1 0.1
H -4.38113 6.00542 1.13294 0.0 0.1 0.0
H -3.44348 4.35519 -0.40240 0.0 0.0 -0.1
C -4.51793 0.52159 -0.93281 0.1 0.3 0.0
H -5.14520 0.55190 -1.82057 -0.1 0.0 -0.1
H -5.14104 0.71547 -0.06234 -0.1 0.0 0.1
H -4.10531 -0.47858 -0.84510 0.0 -0.1 0.0
H -3.94628 2.53359 -1.26871 0.1 -0.2 0.0
```
Forces are in eV/Å.

The HOMO energy is -0.27112 Ha. The SMILES is CC(C)N(c1ccccc1)c1ccc(NC(=S)NCCN(C)C)cc1. The energy above the lowest of the compared OMol25 structures with the same formula, charge and spin is 58.6 kJ/mol. The gap between HOMO and LUMO is 7.95 eV. Its multiplicity is 1.